(w)
{
  "formula": "C6H13NO3",
  "method": "wB97M-V/def2-TZVPD",
  "total_charge": 0,
  "orbital_gap_ha": 0.357,
  "symbols": ["C", "C", "C", "C", "C", "C", "N", "O", "O", "O", "H", "H", "H", "H", "H", "H", "H", "H", "H", "H", "H", "H", "H"],
  "xyz": [[0.7250, -0.9276, -1.6794], [-1.6614, -0.2052, -0.5695], [-0.6391, 0.4855, 1.4774], [-0.4248, 2.0088, -0.4790], [0.8713, -0.0457, -0.3963], [-0.4929, 0.5531, 0.0236], [1.2110, -1.7770, 1.1411], [0.7149, -2.1179, -1.8937], [0.6599, 0.0395, -2.4318], [1.9707, 0.5784, -0.2434], [-2.5795, -0.0473, 0.1695], [-1.5964, -1.3140, -0.7075], [-2.1274, 0.2836, -1.4758], [-1.2271, -0.4068, 1.8381], [-1.0519, 1.4256, 1.8696], [0.2860, 0.5359, 2.0629], [-1.3117, 2.5189, -0.2237], [-0.2149, 1.9313, -1.5248], [0.4996, 2.3951, 0.0112], [0.4417, -1.9481, 1.8121], [1.2467, -2.2572, 0.2207], [2.0490, -1.8610, 1.7501], [2.6512, 0.1522, -0.7513]]
}

(x)
{
  "formula": "C6H13NO3",
  "method": "wB97M-V/def2-TZVPD",
  "total_charge": 0,
  "orbital_gap_ha": 0.379,
  "symbols": ["C", "C", "C", "N", "C", "C", "O", "C", "O", "H", "H", "H", "H", "H", "H", "H", "H", "H", "H", "H", "O", "H", "H"],
  "xyz": [[-0.0195, -2.5742, -1.2908], [0.9489, -1.6351, -0.5848], [0.4107, -0.2089, -0.4647], [-0.7638, -0.1102, 0.4030], [-1.5320, 1.0974, 0.1130], [-0.8232, 2.3503, 0.5699], [0.6049, 2.2605, 0.6032], [1.4766, 0.7163, 0.1288], [2.5763, 0.8403, -0.3608], [-0.9618, -2.6859, -0.7351], [-0.2656, -2.2022, -2.2960], [0.4226, -3.5743, -1.3931], [1.1841, -2.0173, 0.4209], [1.9012, -1.5901, -1.1290], [0.2358, 0.1838, -1.4832], [-1.3572, -0.9266, 0.3114], [-1.7540, 1.1922, -0.9661], [-2.4964, 1.0339, 0.6340], [-1.1193, 3.2141, -0.0409], [-1.1330, 2.5304, 1.6130], [1.2686, 0.3935, 2.0806], [0.8148, 1.7250, 1.9698], [0.3813, -0.0129, 1.8970]]
}

Most stable structure: (w)